[1]
DFT (the ωB97M-V functional and the def2-TZVPD basis) results for a molecular structure, CHAgLiO3 in a non-equilibrium geometry.

Structure (XYZ):
```
7
Properties=species:S:1:pos:R:3:mulliken_charge:R:1
O -1.074 -1.772 -0.793 -0.42
C -0.384 -0.051 -0.002 -0.23
O 0.274 0.602 0.745 -0.52
Ag 0.800 3.022 1.527 0.88
Li 1.931 0.121 -0.655 0.90
O 0.004 -1.004 -0.811 -0.08
H -1.551 -0.918 -0.011 0.46
```

The net charge is +1. The calculated total energy comes out at -418.4361 Eh. The energy above the lowest of the compared OMol25 structures with the same formula, charge and spin comes out at 15.3 kcal/mol. Its molar mass is 175.83 g/mol. The calculation puts the HOMO energy at -11.70 eV.

---

[2]
DFT (the ωB97M-V functional and the def2-TZVPD basis) results for a molecular structure, CHBr2NO in a non-equilibrium geometry.

Structure (XYZ):
```
6
Properties=species:S:1:pos:R:3:mulliken_charge:R:1
C -0.579 -0.375 -0.679 -0.37
N 0.397 0.719 1.569 0.13
O 1.250 1.330 1.061 -0.15
Br -0.805 -2.168 -0.464 -0.01
Br 0.889 0.306 -1.570 -0.02
H -1.151 0.188 0.082 0.43
```

The net charge is 0. The calculated total energy comes out at -5316.5693 Eh. The energy above the lowest of the compared OMol25 structures with the same formula, charge and spin comes out at 85.0 kcal/mol. Its molar mass is 202.83 g/mol. The calculation puts the HOMO energy (alpha / beta) at -8.28 / -8.84 eV.

---

[3]
DFT (the ωB97M-V functional and the def2-TZVPD basis) results for a molecular structure, CHBr3 in a non-equilibrium geometry.

Structure (XYZ):
```
5
Properties=species:S:1:pos:R:3:mulliken_charge:R:1
C -0.071 0.116 0.018 -0.28
Br -0.541 -1.811 0.141 -0.03
Br 0.686 0.171 -1.775 -0.01
Br 0.934 0.852 1.611 -0.02
H -1.008 0.672 0.005 0.34
```

The net charge is 0. The calculated total energy comes out at -7760.7175 Eh. The energy above the lowest of the compared OMol25 structures with the same formula, charge and spin comes out at 8.5 kcal/mol. Its molar mass is 252.73 g/mol. The calculation puts the HOMO energy at -10.20 eV.

---

[4]
DFT (the ωB97M-V functional and the def2-TZVPD basis) results for 2 unconnected molecules or ions with the total composition CHBrCl2O in a non-equilibrium geometry.

Structure (XYZ):
```
6
Properties=species:S:1:pos:R:3:mulliken_charge:R:1
O 1.396 0.116 1.378 -0.38
C 1.381 0.237 0.174 0.57
Cl 1.036 -1.112 -0.948 -0.12
Cl 1.625 1.656 -0.621 -0.06
Br -3.394 -0.283 -0.097 -0.21
H -2.045 -0.613 0.113 0.20
```

The net charge is 0. The calculated total energy comes out at -3608.3367 Eh. The energy above the lowest of the compared OMol25 structures with the same formula, charge and spin comes out at 4.2 kcal/mol. Its molar mass is 179.83 g/mol. The calculation puts the HOMO energy at -11.07 eV. Its SMILES is O=C(Cl)Cl.Br.

---

[5]
DFT (the ωB97M-V functional and the def2-TZVPD basis) results for 3 unconnected molecules or ions with the total composition CHBrClFN5O2 in a non-equilibrium geometry.

Structure (XYZ):
```
12
Properties=species:S:1:pos:R:3:mulliken_charge:R:1
C 1.170 1.002 -1.073 0.35
N 2.495 1.319 0.848 -0.67
N 0.263 1.785 -1.018 0.15
N 1.558 -0.147 2.308 -0.47
N 1.653 -0.162 -1.756 0.92
N 2.171 0.536 1.557 1.21
O 1.532 -1.177 -1.123 -0.39
O 2.190 0.038 -2.825 -0.38
F 0.044 2.762 -0.168 0.00
Cl -6.907 -2.234 0.362 -0.25
Br 1.913 -1.765 2.999 0.27
H -8.082 -1.958 -0.112 0.25
```

The net charge is +1. The calculated total energy comes out at -3596.3020 Eh. The energy above the lowest of the compared OMol25 structures with the same formula, charge and spin comes out at 52.4 kcal/mol. Its molar mass is 249.41 g/mol. The calculation puts the HOMO energy (alpha / beta) at -13.41 / -13.41 eV.

---

[6]
DFT (the ωB97M-V functional and the def2-TZVPD basis) results for a molecular structure, CHBrClINO3S in a non-equilibrium geometry.

Structure (XYZ):
```
10
Properties=species:S:1:pos:R:3:mulliken_charge:R:1
C 0.986 0.128 -0.473 -0.21
N -1.833 -1.279 -1.556 -0.35
O -0.423 1.986 0.694 -0.63
O -0.639 -0.269 1.520 -0.61
O 1.549 0.923 1.739 -0.58
S 0.288 0.775 1.058 1.11
Cl 1.811 1.402 -1.233 -0.14
Br -2.912 -0.329 -0.525 0.08
I 2.138 -1.636 -0.218 0.06
H -0.965 -1.700 -1.006 0.26
```

The net charge is -1. The calculated total energy comes out at -4049.1976 Eh. The energy above the lowest of the compared OMol25 structures with the same formula, charge and spin comes out at 59.7 kcal/mol. Its molar mass is 349.35 g/mol. The calculation puts the HOMO energy (alpha / beta) at -5.76 / -5.07 eV.

---

[7]
DFT (the ωB97M-V functional and the def2-TZVPD basis) results for CHBrClNO2 in the gas phase in a non-equilibrium geometry.

Structure (XYZ):
```
7
Properties=species:S:1:pos:R:3:mulliken_charge:R:1
O 0.596 1.351 1.576 -0.48
N -0.438 0.737 1.554 0.84
O -1.026 0.232 2.477 -0.50
C -0.825 0.386 0.121 -0.08
Cl -0.320 1.664 -1.050 -0.08
Br -2.607 -0.213 0.089 0.00
H -0.082 -0.639 -0.202 0.31
```

The net charge is 0. The calculated total energy comes out at -3278.0064 Eh. The energy above the lowest of the compared OMol25 structures with the same formula, charge and spin comes out at 11.6 kcal/mol. Its molar mass is 174.38 g/mol. The calculation puts the HOMO energy at -10.98 eV. Its SMILES is O=[N+]([O-])[C@H](Cl)Br.

---

[8]
DFT (the ωB97M-V functional and the def2-TZVPD basis) results for 2 unconnected molecules or ions with the total composition CHBrN2 in a non-equilibrium geometry.

Structure (XYZ):
```
5
Properties=species:S:1:pos:R:3:mulliken_charge:R:1
C -1.730 0.748 -0.009 0.12
N -1.595 2.056 -0.641 -0.12
N -1.516 2.041 0.610 -0.11
Br -3.095 -0.454 0.007 0.03
H -0.077 -0.799 0.439 0.07
```

The net charge is 0. The calculated total energy comes out at -2721.9635 Eh. The energy above the lowest of the compared OMol25 structures with the same formula, charge and spin comes out at 127.2 kcal/mol. Its molar mass is 120.94 g/mol. The calculation puts the HOMO energy at -9.16 eV.

---

[9]
DFT (the ωB97M-V functional and the def2-TZVPD basis) results for 2 unconnected molecules or ions with the total composition CHBrN2 in a non-equilibrium geometry.

Structure (XYZ):
```
5
Properties=species:S:1:pos:R:3:mulliken_charge:R:1
C -0.145 -2.046 -1.510 0.52
N 0.527 -2.991 -1.516 -0.32
N -1.055 -1.138 -1.490 -0.32
Br -1.415 0.058 -2.823 0.10
H -0.226 0.900 -0.128 0.03
```

The net charge is 0. The calculated total energy comes out at -2722.0172 Eh. The energy above the lowest of the compared OMol25 structures with the same formula, charge and spin comes out at 93.6 kcal/mol. Its molar mass is 120.94 g/mol. The calculation puts the HOMO energy (alpha / beta) at -10.66 / -10.62 eV.

---

[10]
DFT (the ωB97M-V functional and the def2-TZVPD basis) results for 2 unconnected molecules or ions with the total composition CHBrN2O3 in a non-equilibrium geometry.

Structure (XYZ):
```
8
Properties=species:S:1:pos:R:3:mulliken_charge:R:1
C -0.404 0.124 0.668 -0.30
N 0.606 1.542 -0.969 0.28
N -0.091 -0.961 -0.087 0.86
O 1.173 -1.022 -0.257 -0.57
O 1.687 1.242 -1.191 -0.04
O -0.915 -1.616 -0.621 -0.58
Br -2.217 0.303 0.979 -0.07
H 0.161 0.388 1.478 0.43
```

The net charge is 0. The calculated total energy comes out at -2947.6983 Eh. The energy above the lowest of the compared OMol25 structures with the same formula, charge and spin comes out at 29.6 kcal/mol. Its molar mass is 168.93 g/mol. The calculation puts the HOMO energy (alpha / beta) at -9.14 / -9.13 eV.

---

> Among the records above, which one has the highest molar mass?

CHBrClINO3S

---

> Among the records above, which one has the highest energy above the lowest of the compared OMol25 structures with the same formula, charge and spin?

number 8

---

> Which of these has the lowest energy above the lowest of the compared OMol25 structures with the same formula, charge and spin?

CHBrCl2O